# 1
The following is a DFT calculation (wB97M-V/def2-TZVPD) of a 11-piece molecular cluster, C18H48B2F26N6O6P3 overall at a distorted geometry.

Each line ends with the Löwdin charge.
Element x y z (Å)
H1 2.18418 4.92876 0.49457  0.17
F1 -2.81540 5.88422 3.86875  -0.18
H2 -4.59318 -1.53187 -4.10002  0.10
C1 3.43696 -3.24834 -9.15837  0.03
F2 -0.44644 3.03731 -6.47704  -0.21
H3 -3.33119 -1.03920 4.62182  0.12
C2 4.09614 4.91416 -0.49548  -0.38
F3 -2.29230 4.48486 -6.64800  -0.17
C3 1.19248 -7.50012 0.51547  0.03
P1 -2.76090 4.55356 2.95858  0.17
H4 -3.53747 -2.79927 4.39765  0.11
H5 3.01780 7.18098 -1.27720  0.10
H6 2.71850 2.47151 8.46242  0.17
C4 1.12105 1.58687 7.40005  0.06
H7 4.09105 -0.61901 -5.43858  0.11
C5 2.25243 6.72735 -0.64750  0.08
H8 2.17556 4.57878 -1.01884  0.18
H9 4.42117 3.79634 1.32526  0.10
F4 -7.71172 -2.98232 -1.23101  0.11
C6 3.63654 -7.78728 0.97198  -0.30
N1 1.77809 2.74807 8.21900  0.10
H10 5.84187 4.33915 0.42940  0.10
F5 -8.03605 -2.26393 0.83907  0.07
H11 0.53484 -6.87886 -0.09251  0.11
N2 2.58902 -7.02653 0.15652  0.11
F6 -7.15631 -4.34560 0.34183  0.14
H12 -7.13922 0.70208 6.62022  0.12
F7 -4.40253 4.49191 2.87746  -0.19
F8 -1.13498 4.56258 3.05483  -0.21
F9 1.43115 0.09132 1.39234  -0.21
F10 1.29911 -2.04430 -1.08945  -0.20
H13 0.96438 -7.44259 1.57978  0.11
P2 1.34144 -1.05376 0.20871  0.20
H14 1.16638 5.50146 8.84971  0.11
H15 2.55402 -6.02249 0.26031  0.18
H16 1.25190 2.97325 9.05117  0.16
C7 3.46390 -0.85215 -6.29905  0.05
O1 -5.39244 0.91229 -4.55811  0.21
O2 -5.36162 -0.90732 7.24860  0.12
H17 0.09004 1.85905 7.17412  0.11
F11 2.90314 -0.75452 -0.24674  -0.21
F12 0.91564 4.94140 -5.88930  -0.26
H18 -5.77481 -2.72819 5.13194  0.18
F13 6.58038 -6.47582 -3.24412  0.12
H19 -3.09925 -0.82171 -4.61957  0.09
C8 -3.84346 -1.93142 4.98188  0.03
O3 2.55097 4.04574 6.26277  0.12
C9 -5.03376 1.03368 -3.44457  -0.39
H20 1.26533 6.79775 -1.10443  0.11
O4 3.68518 -9.05685 1.00030  0.12
C10 -5.79667 -0.85024 6.07464  -0.33
O5 4.59233 4.94175 -1.60650  0.17
H21 2.67496 -3.33460 -9.93300  0.10
F14 5.41995 -4.63109 -2.92278  0.13
F15 -5.93058 -2.42785 0.03777  0.08
F16 -2.71806 5.57202 1.69203  -0.18
H22 -3.48416 -2.19702 5.97610  0.10
H23 4.96121 -6.16708 0.91674  0.10
F17 -2.62229 3.26496 1.95736  -0.19
H24 2.27494 7.29415 0.28326  0.10
F18 -2.76644 3.64807 4.32823  -0.21
F19 7.63253 -4.62571 -2.80249  0.12
H25 1.08383 -8.52862 0.17127  0.11
F20 -0.93580 4.35657 -4.75355  -0.25
C11 2.86344 -2.68869 -7.88017  -0.34
C12 4.69999 -6.94195 1.63746  0.03
C13 -6.66648 0.24922 5.74872  0.01
C14 4.85349 4.63567 0.78054  0.04
H26 -5.00861 2.81720 -2.43437  0.12
O6 1.68649 -2.62342 -7.60132  0.17
C15 1.04766 5.18867 7.81232  0.02
H27 -6.60297 2.15655 -2.93059  0.11
H28 4.82389 5.58815 1.30969  0.10
H29 -5.74663 -1.55069 4.05285  0.18
H30 1.24066 0.68623 8.00225  0.10
H31 -7.41084 0.08682 4.96919  0.11
H32 4.28997 -2.72022 -9.58445  0.10
H33 4.48775 -6.33066 2.51460  0.11
N3 2.62427 5.20953 -0.37006  0.13
H34 0.00256 4.88751 7.74046  0.12
H35 1.75366 1.46992 6.52015  0.11
H36 4.32587 -2.85794 -6.24052  0.19
H37 -6.15687 1.10722 5.31028  0.12
F21 0.88672 0.19701 -0.75235  -0.21
N4 3.93589 -2.19099 -6.89105  0.11
P3 -0.70553 4.64565 -6.39344  0.20
F22 -0.18674 -1.42344 0.54230  -0.17
B1 6.54814 -5.14039 -3.46288  -1.50
H38 -2.99309 -1.82465 -3.18896  0.10
H39 -2.98803 0.77972 -2.87940  0.18
H40 3.43678 -0.06925 -7.05697  0.12
N5 -5.36203 -1.82547 4.94542  0.14
H41 3.68701 -4.29919 -9.01249  0.11
F23 6.68734 -5.02685 -4.80626  0.13
H42 -5.93166 1.57502 -1.48411  0.11
F24 1.79678 -2.20856 1.29691  -0.21
F25 -0.44316 4.71898 -7.93627  -0.13
C16 1.83059 4.03749 7.31718  -0.30
N6 -3.81260 0.19698 -2.90394  0.13
H43 -4.00495 -0.14192 -1.97214  0.16
B2 -7.17828 -3.02758 0.03413  -1.40
C17 -3.64514 -1.14008 -3.73145  0.05
H44 5.55936 -7.60973 1.69788  0.11
H45 1.22464 6.06602 7.19021  0.12
H46 2.76810 -7.22228 -0.81801  0.19
F26 -0.87617 6.25766 -6.32429  -0.18
H47 4.77276 -1.90871 -7.38101  0.16
C18 -5.64017 1.92964 -2.47274  0.03
H48 2.45288 -1.06078 -5.94918  0.10

Calculated values
Calculated total energy = -5165.350300 a.u.
HOMO energy = -11.36 eV
Gap between HOMO and LUMO = 7.173 eV
LUMO level = -0.154 hartree
Net charge = +1

=====

# 2
The following is a DFT calculation (wB97M-V/def2-TZVPD) of a 3-piece molecular cluster, C18H48BN3O12P3S3 overall at a distorted geometry.

Each line ends with the Löwdin charge.
Element x y z (Å)
H1 -2.70223 -2.89514 -1.77666  0.10
H2 0.27495 5.29846 -0.28948  0.07
C1 -2.31096 1.68997 -0.54673  -0.24
H3 -0.17068 0.07511 -4.11829  0.12
H4 0.49793 -6.43327 -5.81958  0.05
H5 -3.51694 -4.15315 4.90714  0.05
H6 2.76988 -3.49457 1.68998  0.08
C2 -0.55575 -8.14383 -2.73653  -0.28
H7 2.32464 0.09055 -1.08132  0.11
H8 1.43383 -7.16329 -4.48959  0.06
H9 3.49663 4.10194 -3.05796  0.09
H10 3.44648 0.05766 0.93798  0.10
P1 3.54785 2.00188 -2.10295  0.77
H11 -1.71071 1.50831 4.18477  0.05
H12 -2.56515 6.74195 -0.42180  0.08
H13 -0.78007 3.97402 -2.66877  0.10
N1 2.38435 0.03315 1.00536  -0.03
C3 -1.42911 -0.92847 -2.55354  -0.21
C4 -0.42834 1.66286 -2.55570  -0.29
H14 0.31801 -8.17008 -5.46378  0.05
C5 -3.46622 -3.35942 5.65657  -0.27
H15 -4.46227 -2.93272 5.79729  0.05
O1 4.28685 2.49164 1.33920  0.00
S1 -1.24319 6.43488 1.78791  0.57
C6 -0.18208 0.10391 -2.91926  -0.19
H16 -0.91727 -3.51138 -1.76479  0.10
C7 -2.56993 0.33974 0.32704  -0.17
H17 2.16955 4.89011 0.70558  0.05
H18 3.99079 2.58005 2.29304  0.11
H19 -1.34757 5.28835 2.63185  -0.13
H20 -2.34494 3.81913 -1.64790  0.10
C8 -1.15643 3.84771 -1.54157  -0.29
O2 -0.29543 0.02523 2.48748  -0.23
N2 4.85133 1.10524 -1.68420  -0.20
C9 2.30675 2.23512 -0.61846  -0.27
H21 -2.97981 2.53211 -0.02404  0.10
H22 -1.15913 -1.36436 -1.47523  0.10
H23 0.47868 2.25694 -3.06155  0.09
O3 4.17584 3.60468 -2.50218  -0.23
H24 -0.70195 6.06737 -1.67712  0.10
H25 2.83153 -2.07772 3.06492  0.08
S2 -2.33640 -2.07902 5.06124  0.80
H26 -1.27227 -8.07409 -1.91314  0.05
O4 -0.95710 -2.66828 5.04191  -0.55
H27 -1.87047 -0.59054 0.43592  0.11
H28 3.35958 0.35297 -3.66200  0.09
H29 -2.15374 -4.21140 -3.02153  0.07
O5 -3.77211 0.24841 0.96222  -0.15
O6 0.27210 0.66822 -0.35316  -0.30
O7 -1.44160 -2.13529 -3.44568  -0.24
H30 -3.48376 -0.66971 6.63801  0.05
H31 0.88274 -0.33925 -2.64622  0.10
H32 0.41034 3.67282 1.12242  0.09
H33 3.72608 4.92779 1.27982  0.09
H34 -2.15028 -1.57934 7.41399  0.06
C10 1.77058 0.72197 -0.23247  -0.28
H35 0.45946 -8.06592 -2.33971  0.06
O8 1.08827 2.96287 -1.10449  -0.36
H36 -2.79175 5.02949 0.44010  0.07
H37 -0.68637 -9.10052 -3.24770  0.05
O9 2.82379 1.19542 -3.47390  -0.26
C11 -0.42318 2.81838 1.06918  -0.28
P2 -0.11822 1.71822 2.51700  0.73
H38 -1.44948 3.40201 1.25283  0.07
H39 2.38467 -1.89855 -0.19266  0.12
N3 3.13993 4.60069 0.45374  0.13
C12 -1.80837 -3.22874 -2.48705  -0.16
O10 -0.52318 -5.50933 -3.19671  -0.56
C13 2.08807 -1.47624 0.87848  -0.27
B1 3.26034 3.07161 0.44124  -0.47
H40 -3.09956 -3.77474 6.59838  0.05
O11 -1.17741 2.28714 3.83329  -0.26
H41 -0.35344 -0.28342 3.45326  0.08
H42 -1.40895 1.97030 -3.16653  0.10
C14 0.48131 -7.18293 -5.02462  -0.27
O12 1.35968 2.01977 3.09616  -0.41
C15 -0.77878 5.24476 -0.81035  -0.30
C16 3.02375 -2.36078 1.94581  -0.12
H43 -2.84592 1.51425 -1.59916  0.10
H44 -2.48081 -0.41542 -2.59210  0.13
H45 4.14347 -2.17663 1.59306  0.08
H46 0.95760 -1.73695 1.02852  0.11
C17 -2.45607 -1.02273 6.52469  -0.27
H47 4.74541 0.78265 -0.70094  -0.04
H48 -1.79253 -0.16382 6.38966  0.05
P3 -0.46030 2.22024 -0.73333  0.52
S3 -0.87409 -6.79046 -3.89360  0.83
C18 -2.00078 5.87345 0.14902  -0.54

Calculated values
Calculated total energy = -4025.046067 a.u.
HOMO energy = -5.38 eV
Gap between HOMO and LUMO = 7.305 eV
LUMO level = 0.071 hartree
Net charge = -1